Record 1
{
  "formula": "C27H45Cl4O2PV",
  "method": "ωB97M-V/def2-TZVPD",
  "elements": ["V", "P", "Cl", "C", "H", "H", "C", "C", "C", "H", "C", "H", "H", "C", "H", "H", "C", "H", "H", "C", "H", "H", "H", "H", "C", "C", "H", "C", "H", "H", "C", "H", "H", "C", "H", "H", "C", "H", "H", "H", "H", "C", "H", "C", "H", "H", "C", "H", "H", "C", "H", "H", "C", "H", "H", "H", "H", "C", "C", "H", "C", "H", "C", "H", "H", "C", "H", "H", "C", "H", "H", "H", "H", "Cl", "C", "Cl", "Cl", "C", "O", "O"],
  "positions_angstrom": [[0.1864, -0.0068, 0.1703], [0.0702, 0.5210, -2.2690], [1.2908, 1.9975, 0.4217], [-1.8619, 0.4290, -0.1213], [-2.8365, 0.0071, -0.4215], [-2.0050, 1.4903, 0.2011], [1.9149, 0.7493, -2.5471], [-0.7598, 2.1808, -2.4701], [2.4089, 0.8232, -3.9977], [2.1109, 1.7232, -2.0689], [3.8966, 1.2011, -4.0257], [2.2785, -0.1516, -4.4881], [1.8399, 1.5605, -4.5834], [4.7613, 0.2620, -3.1727], [4.2529, 1.1952, -5.0636], [4.0056, 2.2279, -3.6507], [4.2008, 0.0477, -1.7619], [4.8471, -0.7064, -3.6812], [5.7788, 0.6668, -3.1028], [2.7019, -0.3089, -1.7645], [4.7670, -0.7406, -1.2517], [4.3340, 0.9649, -1.1720], [2.5626, -1.2964, -2.2298], [2.3579, -0.3788, -0.7115], [-0.6033, -0.5588, -3.6484], [-2.2602, 2.0341, -2.7547], [-0.6391, 2.6115, -1.4618], [-2.9499, 3.3983, -2.6694], [-2.4177, 1.6088, -3.7547], [-2.7187, 1.3426, -2.0388], [-2.3075, 4.4312, -3.6008], [-4.0117, 3.2835, -2.9146], [-2.8951, 3.7591, -1.6333], [-0.7814, 4.5048, -3.4622], [-2.5653, 4.1873, -4.6398], [-2.7362, 5.4196, -3.3984], [-0.0922, 3.1333, -3.4708], [-0.3669, 5.1192, -4.2697], [-0.5332, 5.0088, -2.5180], [-0.1407, 2.7074, -4.4848], [0.9727, 3.2671, -3.2334], [0.1201, -1.9081, -3.7280], [-1.6426, -0.7398, -3.3199], [-0.6032, -2.8624, -4.6871], [1.1539, -1.7552, -4.0731], [0.1817, -2.3812, -2.7423], [-0.8072, -2.2552, -6.0806], [-0.0310, -3.7947, -4.7670], [-1.5815, -3.1195, -4.2559], [-1.3939, -0.8383, -6.0313], [0.1546, -2.2331, -6.6108], [-1.4716, -2.9017, -6.6648], [-0.6590, 0.0795, -5.0427], [-1.3652, -0.3871, -7.0306], [-2.4513, -0.8953, -5.7351], [0.3633, 0.2592, -5.4054], [-1.1602, 1.0545, -5.0239], [0.1322, -2.1066, -0.1696], [-1.3043, -1.7291, -0.4007], [0.7933, -2.2345, -1.0307], [-2.3465, -2.3466, 0.5127], [-1.6157, -1.6912, -1.4522], [-1.8023, -2.7706, 1.8873], [-3.1651, -1.6315, 0.6753], [-2.7975, -3.2414, 0.0404], [-0.5563, -3.6432, 1.7934], [-1.5476, -1.8776, 2.4748], [-2.5856, -3.2976, 2.4512], [0.5815, -2.9754, 0.9881], [-0.2073, -3.9008, 2.8008], [-0.8289, -4.5906, 1.3050], [1.2300, -2.4180, 1.6881], [1.2195, -3.7923, 0.6101], [-0.1215, 1.4477, 5.7010], [0.1920, 0.1306, 4.5672], [1.9471, -0.2083, 4.5020], [-0.7210, -1.3374, 5.0553], [-0.3214, 0.4933, 3.0891], [-1.0898, 1.4312, 2.9243], [0.1515, -0.3217, 2.2150]],
  "forces_ev_per_angstrom": [[-4.7000, 1.2797, 0.1188], [0.9431, 0.2879, -0.2839], [-0.0313, -0.1772, -0.1502], [2.2996, 0.2656, 0.0015], [0.6324, 0.3306, -0.3327], [0.1417, -0.8654, 0.8015], [-0.5047, 0.3072, -0.4596], [0.4061, -0.1472, 0.0340], [0.3163, 0.0816, -0.0204], [-0.0636, -0.2596, -0.0722], [0.0325, -0.0081, 0.0557], [0.0573, 0.1884, 0.0652], [0.1572, -0.2409, 0.2346], [-0.0727, -0.0254, -0.0908], [0.0021, 0.0576, 0.1765], [-0.0326, -0.0971, -0.0550], [-0.1200, 0.0578, 0.1190], [-0.0536, 0.0323, 0.0325], [-0.1535, -0.1112, -0.0174], [0.3663, 0.0517, -0.1136], [-0.0688, 0.1258, -0.0613], [-0.0698, -0.1048, -0.0653], [-0.0215, 0.1124, 0.1337], [0.2171, -0.0001, -0.4123], [-0.0061, 0.2418, 0.4630], [0.0286, 0.1351, -0.0650], [-0.0381, -0.0420, -0.2606], [0.0546, 0.0354, 0.0868], [-0.0475, 0.1090, 0.2062], [0.0288, 0.1031, -0.1546], [0.0293, -0.0664, -0.1261], [0.1078, 0.0682, 0.0669], [-0.0044, -0.0563, -0.0998], [0.0048, 0.0458, 0.2168], [0.0289, -0.0348, 0.0675], [0.0435, -0.1288, -0.0849], [-0.0869, 0.0522, -0.2216], [-0.0487, -0.0224, 0.1447], [-0.0271, -0.0676, -0.1017], [0.0127, 0.1449, 0.2271], [-0.2605, -0.0474, -0.0198], [-0.0034, -0.2421, -0.0373], [0.1418, -0.0249, -0.1471], [-0.0361, 0.0892, -0.0337], [-0.2640, -0.0270, 0.0668], [-0.0391, 0.0927, -0.2665], [0.0597, 0.0434, 0.0022], [-0.1524, 0.1033, 0.0139], [0.1210, 0.0291, -0.0379], [-0.0321, -0.0581, 0.1493], [-0.0757, 0.0386, 0.0936], [0.1330, 0.0616, 0.0192], [0.1098, 0.0783, -0.2997], [-0.0580, -0.0858, 0.1460], [0.1113, 0.0071, -0.0380], [-0.3003, -0.0914, 0.0702], [0.1865, -0.3402, -0.0376], [-2.9104, 0.0398, -0.2092], [3.1760, -3.1222, 0.6252], [-0.4072, 0.5113, -0.0102], [-0.1981, 0.0946, 0.7031], [0.2327, 0.6655, 0.5107], [0.0477, 0.4219, 0.2977], [0.0497, -0.3404, -0.0746], [0.3376, 0.3886, -0.1993], [-0.1269, -0.0341, -0.3507], [-0.1823, -0.2274, -0.2575], [0.1135, 0.1105, -0.2258], [0.2837, -0.3363, 0.8906], [-0.0057, 0.0915, -0.2103], [0.0470, 0.1187, 0.0303], [-0.2972, -0.0535, -0.2671], [-0.1397, 0.3577, -0.1405], [0.0415, -0.3110, -0.1916], [-0.1608, 0.1651, -0.7339], [-0.4414, -0.0033, 0.1805], [0.3192, 0.2754, 0.0692], [-0.3751, 0.6832, -0.0292], [0.7850, -1.0344, 0.2718], [0.4098, 0.2535, -0.3260]],
  "s2": 0.79,
  "gap_ev": [7.1336, 6.8156],
  "spin_multiplicity": 2,
  "lumo_ev": [-0.81, -1.01]
}

---

Record 2
{
  "formula": "C27H45ClLuN3P",
  "method": "ωB97M-V/def2-TZVPD",
  "elements": ["Lu", "P", "Cl", "C", "H", "H", "C", "C", "C", "H", "C", "H", "H", "C", "H", "H", "C", "H", "H", "C", "H", "H", "H", "H", "C", "C", "H", "C", "H", "H", "C", "H", "H", "C", "H", "H", "C", "H", "H", "H", "H", "C", "H", "C", "H", "H", "C", "H", "H", "C", "H", "H", "C", "H", "H", "H", "H", "C", "C", "H", "C", "H", "C", "H", "H", "C", "H", "H", "C", "H", "H", "H", "H", "N", "C", "N", "C", "N"],
  "positions_angstrom": [[-0.7567, 0.8588, 0.3115], [-0.6914, -0.7339, -2.0667], [-3.1968, 0.4289, 0.2768], [0.0699, -1.2818, -0.0970], [0.9603, -1.8346, -0.4880], [-0.5530, -1.9301, 0.5748], [-1.4705, 0.9013, -2.7833], [-2.1472, -1.9183, -2.0176], [-1.6327, 0.9592, -4.3082], [-2.4667, 0.9107, -2.3075], [-2.3886, 2.2211, -4.7693], [-0.6436, 0.9696, -4.7891], [-2.1623, 0.0779, -4.6983], [-1.7682, 3.5109, -4.2093], [-2.3732, 2.2550, -5.8708], [-3.4507, 2.1663, -4.4720], [-1.4115, 3.4341, -2.7220], [-0.8653, 3.7521, -4.7872], [-2.4704, 4.3376, -4.3569], [-0.6827, 2.1418, -2.3011], [-0.7699, 4.2776, -2.4388], [-2.3240, 3.4937, -2.1111], [0.3191, 2.1281, -2.7580], [-0.5372, 2.3016, -1.1748], [0.4260, -1.3591, -3.3853], [-1.5992, -3.3339, -1.8974], [-2.5985, -1.6254, -1.0542], [-2.7284, -4.3253, -1.5752], [-1.1123, -3.6363, -2.8362], [-0.8317, -3.3447, -1.1139], [-3.9175, -4.2013, -2.5261], [-2.3185, -5.3397, -1.6151], [-3.0636, -4.1402, -0.5459], [-4.3732, -2.7525, -2.7791], [-3.6603, -4.6651, -3.4872], [-4.7627, -4.7704, -2.1245], [-3.2248, -1.7947, -3.1045], [-5.0892, -2.7271, -3.6108], [-4.8853, -2.3708, -1.8819], [-2.8021, -2.0529, -4.0865], [-3.5936, -0.7605, -3.1801], [1.5258, -0.3532, -3.7556], [0.8984, -2.2175, -2.8751], [2.5600, -0.9893, -4.7140], [1.0900, 0.5392, -4.2377], [2.0521, 0.0045, -2.8580], [1.9291, -1.6656, -5.9417], [3.2548, -0.2032, -5.0517], [3.1417, -1.7352, -4.1486], [0.6948, -2.5387, -5.6147], [1.6393, -0.8972, -6.6760], [2.6879, -2.2933, -6.4286], [-0.2736, -1.8578, -4.6576], [0.1596, -2.7715, -6.5508], [1.0365, -3.4887, -5.1712], [-0.7414, -1.0126, -5.1771], [-1.0779, -2.5533, -4.4125], [2.5028, 0.3501, -0.3941], [3.0941, -0.9453, -0.4346], [1.7614, 0.7999, -1.1291], [3.5640, -1.6003, 0.8510], [3.1175, -1.6957, -1.2948], [3.4872, -0.6478, 2.0964], [3.0248, -2.5715, 1.0084], [4.6491, -1.8545, 0.7345], [3.8587, 0.7882, 1.6718], [2.4597, -0.6840, 2.5456], [4.2756, -0.9914, 2.8083], [2.8359, 1.3944, 0.6810], [3.9942, 1.4375, 2.5396], [4.8243, 0.7136, 1.1583], [1.9283, 1.7651, 1.2565], [3.3459, 2.2620, 0.2010], [-0.0254, 1.4578, 2.3054], [0.0688, 1.3422, 3.5068], [-0.0077, 1.1746, 4.7801], [0.8346, 1.6240, 5.6922], [1.5547, 1.9825, 6.5694]],
  "forces_ev_per_angstrom": [[1.0844, -3.3757, -1.0037], [0.2589, 2.5057, 1.6845], [-0.2124, 0.2693, 0.1711], [-1.1183, -0.2312, 1.0665], [-0.9173, 0.5945, 0.4598], [0.4214, -0.2795, -0.1649], [-0.6212, -0.7661, -1.1329], [0.3479, 0.8339, -0.1549], [-0.7307, 1.0329, -0.1917], [0.1887, 0.0773, -0.1907], [-0.0343, 0.0175, -0.1015], [-0.2543, 0.0461, 0.1257], [0.1108, 0.3599, 0.3226], [0.0723, -0.1595, -0.1293], [-0.1069, 0.1330, 0.1889], [0.3287, -0.1048, 0.0332], [-0.0259, -0.1199, 0.3324], [-0.0532, -0.0546, 0.0814], [0.1419, 0.0331, -0.0488], [-0.1479, -0.0039, -0.2466], [-0.2419, 0.0517, -0.0904], [0.0758, 0.0634, -0.1397], [-0.1299, -0.0963, 0.3769], [-0.0225, 0.1306, -1.2190], [0.1294, -0.0632, 0.0502], [-0.3036, -0.3687, -0.0073], [0.0722, -0.2679, -0.2761], [0.2624, 0.2721, 0.1365], [-0.1042, -0.0302, 0.1538], [-0.2000, -0.0965, -0.1566], [-0.0777, 0.1170, -0.2473], [-0.1669, -0.0232, 0.1026], [0.0443, -0.0332, -0.0979], [-0.1087, 0.1241, 0.1320], [0.0368, 0.0548, 0.0121], [0.0380, -0.0222, -0.0959], [0.2017, -0.2476, 0.0726], [-0.0702, -0.0964, 0.2179], [0.0525, -0.0993, -0.1759], [-0.2642, 0.0670, 0.2168], [0.0174, -0.3193, 0.1088], [0.4318, -0.0165, -0.1259], [0.0517, 0.0808, -0.2537], [-0.2260, 0.0710, 0.1567], [0.1337, -0.3745, 0.1562], [-0.2138, -0.1929, -0.3450], [-0.1859, -0.0541, -0.0521], [-0.0568, -0.3197, 0.1353], [-0.0922, 0.1831, -0.1064], [0.4636, 0.0062, -0.1168], [0.0028, -0.0973, 0.1905], [-0.1271, 0.1630, -0.0310], [0.0123, 0.0027, -0.1805], [0.2423, -0.1012, 0.2558], [-0.0973, 0.1669, -0.1139], [0.2711, -0.3747, 0.1201], [0.2660, 0.1074, -0.1115], [1.2172, -1.8059, -0.6404], [-1.3130, 2.4300, -0.0688], [1.2571, -1.0968, 0.1957], [1.0554, 0.5802, 0.2459], [-0.6230, 1.5467, 0.8367], [-0.1055, -0.3839, -0.3016], [0.2036, 0.8689, -0.0770], [-0.6399, -0.1234, 0.0261], [-0.3760, -0.2825, -0.1582], [0.9423, 0.0266, -0.2501], [-0.9127, 0.1438, -0.1334], [0.1526, -0.7860, 0.7515], [-0.0472, -0.0419, 0.0233], [0.0220, 0.1486, 0.0207], [1.0325, -0.3826, -0.8311], [-0.6220, -0.4030, 0.0915], [0.2828, -0.0928, 3.9784], [-0.4826, 0.4701, -1.9778], [0.1571, 0.0476, -1.0506], [2.0601, 0.9713, 2.0138], [-2.1104, -1.0100, -2.4477]],
  "total_charge": -1,
  "gap_ev": [3.7210, 3.7736],
  "lumo_ev": [2.47, 2.46]
}

---

Record 3
{
  "formula": "C27H45FNORbSi",
  "method": "ωB97M-V/def2-TZVPD",
  "elements": ["Rb", "C", "C", "C", "C", "C", "C", "C", "C", "C", "C", "C", "C", "C", "C", "C", "C", "C", "H", "H", "H", "H", "H", "H", "H", "H", "H", "H", "H", "H", "H", "H", "H", "H", "H", "H", "H", "H", "H", "H", "H", "H", "H", "H", "H", "H", "H", "C", "Si", "C", "C", "N", "C", "C", "C", "C", "C", "C", "F", "H", "H", "H", "H", "H", "H", "H", "H", "H", "H", "H", "H", "H", "C", "O", "H", "H", "H"],
  "positions_angstrom": [[0.7454, 0.8238, 0.7527], [-1.8462, -0.0290, 2.6914], [-2.3804, -0.1227, 1.3944], [-1.6138, -1.1139, 0.7050], [-0.7436, -1.6544, 1.6290], [-0.8818, -0.9937, 2.8714], [0.0083, -1.3045, 4.0655], [0.4654, -2.7811, 4.1143], [-0.7578, -0.9607, 5.3099], [1.2352, -0.3791, 4.0560], [-1.8437, -1.6003, -0.7320], [-3.2796, -1.6992, -1.2875], [-0.9343, -0.8155, -1.7259], [-1.3304, -3.1046, -0.8018], [-3.5259, 0.7729, 0.8753], [-3.6386, 2.0256, 1.9109], [-3.2138, 1.3857, -0.4669], [-4.9219, 0.1796, 0.9575], [-2.0524, 0.8136, 3.3771], [-0.2575, -2.5943, 1.4773], [-0.2982, -3.5301, 4.1505], [0.9877, -2.9718, 5.0913], [1.2168, -2.9874, 3.3538], [-1.5505, -1.7552, 5.5667], [-1.1628, 0.0600, 5.1980], [-0.0659, -1.0202, 6.2378], [1.8181, -0.5466, 3.1549], [1.9741, -0.5851, 4.8990], [0.9881, 0.5829, 4.0525], [-3.7374, -0.8062, -1.6511], [-3.9580, -2.2017, -0.5743], [-3.1923, -2.2349, -2.2729], [-1.2553, 0.2199, -2.0296], [-0.8151, -1.2401, -2.7226], [0.0640, -0.7593, -1.3720], [-1.9050, -3.8900, -0.3193], [-0.3452, -3.0816, -0.4270], [-1.4225, -3.4061, -1.8634], [-2.6441, 2.4070, 2.1275], [-3.9438, 1.7604, 2.8974], [-4.3953, 2.7057, 1.4472], [-2.3029, 1.9490, -0.4237], [-4.0093, 2.0681, -0.7979], [-2.9932, 0.6347, -1.2336], [-5.1510, -0.1335, 1.9748], [-4.9427, -0.6349, 0.2293], [-5.7115, 0.9654, 0.8633], [1.5991, 0.5618, -4.6544], [2.0688, 1.5684, -3.1416], [3.2265, 2.8702, -4.0135], [0.5210, 2.5263, -2.5362], [2.6685, 0.6139, -1.9173], [3.6362, -0.3223, -1.9056], [4.5693, -0.5798, -2.9086], [5.6092, -1.5019, -2.8960], [5.8863, -2.2589, -1.7428], [4.8641, -2.2092, -0.7659], [3.8230, -1.2790, -0.8270], [2.8603, -1.3386, 0.1586], [2.4199, 0.1225, -5.1959], [1.0206, 1.1565, -5.3457], [0.9109, -0.2537, -4.3100], [3.9466, 2.2189, -4.5563], [3.8057, 3.4373, -3.4154], [2.6917, 3.4887, -4.7186], [0.5494, 2.5230, -1.4394], [-0.4101, 2.2947, -3.1007], [0.7116, 3.6031, -2.6494], [4.4703, -0.0677, -3.8097], [6.1228, -1.5080, -3.8285], [6.7845, -2.9017, -1.7216], [4.9708, -2.7273, 0.1834], [0.1082, 4.3715, 0.8853], [-0.5098, 3.1692, 0.9544], [-0.1935, 4.7997, 1.8164], [-0.2898, 5.1001, 0.2027], [1.0789, 4.1052, 0.4691]],
  "forces_ev_per_angstrom": [[0.0216, 0.2912, -0.0398], [-0.8394, 1.4854, 0.8111], [-0.1835, 0.3337, -0.9440], [-2.7402, 0.7230, -0.7756], [0.3626, -0.8596, 0.6674], [1.4120, -1.4248, -0.4752], [-0.2336, -0.0257, -0.1600], [1.3360, 0.6760, 1.3266], [-0.2146, -1.1182, 2.5392], [2.3342, -4.4714, 0.4242], [0.5032, -1.3119, -0.2038], [0.3225, -0.9117, -0.7546], [-1.0383, 0.8301, -0.9632], [-1.2092, 0.9576, -1.4836], [0.6536, 1.9299, 2.7727], [0.2911, -0.6895, -1.7119], [-0.0073, -0.2012, -0.7889], [-0.2780, 0.0503, -0.0073], [-0.0308, -0.8100, -0.3127], [0.6226, -0.2453, 0.0626], [-0.8585, -0.1724, -0.6121], [-0.0979, 0.4435, -0.5497], [-0.2223, -0.1589, -0.2705], [0.6972, 1.4081, -0.6938], [-0.1055, -0.6023, 0.4208], [-0.8299, 0.3964, -1.2760], [0.1195, -0.1896, -0.3165], [-0.9755, 0.2070, -0.6468], [-1.2870, 4.1451, 0.2321], [-0.3125, 0.7397, 0.4091], [0.3430, -0.0023, -0.5206], [-0.1679, -0.2913, 0.9562], [0.1346, -0.7722, 1.0083], [-0.2919, -0.8179, -0.0938], [0.9946, 0.1227, 0.4913], [-0.3537, 0.4163, 0.7841], [1.3040, -0.4930, 0.0213], [0.7299, 0.1690, 0.2479], [0.0629, 0.8509, -0.9323], [-0.9518, -0.7532, 0.6617], [0.8895, 0.0135, 0.5359], [0.5773, 0.6665, 0.4236], [-0.0164, -0.1932, -0.0689], [-0.5353, 0.5488, 0.2973], [0.4386, -0.7280, 0.0738], [-0.9448, 0.0951, 0.2781], [0.5173, -0.4563, -0.9088], [-1.2662, -0.8599, 0.5852], [-0.2537, 1.0655, -0.6915], [-1.1343, -3.1727, -1.4437], [1.1184, 0.5136, -0.3431], [0.6379, -0.7610, 0.8920], [-0.8132, -0.3431, 1.3378], [0.7482, -0.9418, 0.0330], [-0.6036, 0.4513, 1.3580], [-0.5525, -0.0734, -1.0859], [0.4047, 1.1179, 0.5806], [0.0612, -0.1777, -0.7408], [0.5306, 0.1705, -0.2227], [0.4313, -0.2359, -0.1216], [-0.2112, 0.3632, -0.3767], [0.5672, 0.4157, -0.3212], [-0.3404, 0.3939, -0.0856], [1.7794, 2.1635, 2.2945], [-0.2527, 0.1545, -0.2999], [-1.0754, -0.6347, -0.1370], [0.4146, -0.0535, 1.0122], [-0.0266, -0.0350, -0.5906], [-0.3343, 1.0961, -1.4100], [0.9866, -0.4499, -0.3149], [-0.7992, 0.2277, 0.3360], [-0.1384, -0.2770, -0.1742], [-1.1048, -1.8244, -0.3972], [-1.1910, -1.5572, -0.5752], [1.6087, 1.4030, 1.5777], [-0.6833, 0.7729, -1.4101], [1.5502, 1.2884, 0.8001]],
  "total_charge": -2,
  "gap_ev": 5.0885,
  "lumo_ev": 4.11
}